Here is a 5-piece molecular cluster, C40H92N5O overall at a distorted geometry from OMol25. Energies are from ωB97M-V with the def2-TZVPD basis set.

The calculation puts the LUMO energy (spin up / spin down) at 0.536 / -0.136 eV. As for the charge: 0. Its expectation value of S² is 0.755. Its HOMO energy (spin up / spin down) is -8.00 / -8.00 eV. The multiplicity is 2.

```
138
C40H92N5O ωB97M-V with the def2-TZVPD basis set
C 3.946 4.428 1.282
H -4.096 4.562 -3.731
C -2.042 -1.794 1.662
C 1.874 -4.441 -1.779
H 1.810 -2.166 -3.414
H -2.046 -4.388 2.875
H -3.507 0.150 -7.714
C 0.905 -4.796 -4.028
H -1.776 6.284 -1.208
H -0.321 -0.953 -3.794
C 3.354 -4.182 -2.042
H 1.609 -3.953 -0.833
H 5.648 3.731 2.706
O -1.817 3.652 2.107
H 3.529 -5.800 5.061
H 0.054 -9.482 7.483
H 0.909 -9.661 5.204
C 0.955 -2.602 1.649
H 0.396 -3.150 0.880
H 3.906 -8.193 6.428
H 0.157 -8.167 4.737
H 0.710 -0.683 0.632
H 0.216 1.585 -0.556
H 3.349 3.573 1.861
H -0.462 -7.800 7.232
H -2.658 -0.908 1.473
H -0.935 -5.617 3.455
C -0.290 -8.761 6.740
C -4.071 5.346 -0.189
N -2.184 3.824 0.824
C 3.020 -5.676 6.023
H -1.250 -2.401 -3.380
H 0.899 3.976 0.846
H -1.829 4.360 -2.236
H 2.206 -3.490 -5.214
C 0.261 4.393 -0.060
H -1.260 -9.119 6.377
C 1.736 -6.501 6.079
H 1.820 -3.223 1.913
C -0.989 -1.468 2.715
H 2.074 -0.739 1.773
C -1.633 3.319 -1.731
C -0.136 -3.620 3.591
H -0.660 -4.881 1.878
H 3.756 -4.868 -2.790
H -1.510 1.187 0.137
H -1.488 -1.355 3.687
C 0.882 -2.544 -2.967
H 3.627 -8.907 8.646
H -6.712 2.568 -6.163
H 4.037 6.244 2.676
H -4.860 4.465 -7.719
H -3.061 1.855 -7.761
H 0.637 8.149 -0.494
H -5.818 3.112 -8.352
C 0.879 6.998 -0.695
H 2.951 -5.029 -4.742
H 1.258 -6.346 7.053
H 0.823 -4.082 3.854
N -4.681 2.644 -5.620
H 6.218 5.140 1.445
C 2.486 6.670 -0.708
C -1.090 3.462 -0.156
H -3.084 3.736 -6.509
H 2.612 5.565 -1.073
H -3.482 7.044 1.945
H -4.677 1.330 -8.282
C 1.505 -1.317 1.037
H -1.867 7.366 0.336
C -3.699 4.771 -4.730
C -3.483 3.483 -5.519
H 2.955 7.351 -1.568
C -5.772 3.879 -7.577
C 3.328 5.855 1.799
H 0.905 4.204 -1.031
H -0.596 -0.467 2.502
H -3.665 0.831 -5.453
H 6.785 3.465 -0.276
H 2.429 -7.622 8.520
N 1.937 -7.925 5.797
H 5.166 2.503 -0.016
C -3.884 1.166 -7.551
H -6.192 4.075 -5.493
H -2.591 2.648 -1.736
H -0.055 -4.633 -4.532
H -4.381 5.456 -5.243
H -2.745 5.295 -4.608
H -3.923 4.916 -1.289
H 1.734 -4.990 -6.007
C 6.057 3.020 0.555
H 3.714 -5.944 6.824
H 0.495 6.806 -1.809
N 0.145 -2.384 2.851
C 2.918 -8.622 6.632
H -0.597 -3.369 4.555
H 2.179 -1.560 0.209
H -0.817 2.773 -2.382
H 1.732 -5.512 -1.587
H -2.718 -2.584 1.995
H 0.795 -2.075 -1.979
H 2.273 5.680 2.296
C -2.652 5.255 0.691
H -3.853 5.344 2.750
H -0.083 1.870 1.310
H -6.618 4.555 -7.750
C -0.016 5.978 0.253
H 1.058 -6.083 5.324
H 2.685 7.951 1.170
H -5.301 0.674 -6.015
N 0.917 -3.999 -2.800
C -3.030 5.966 2.157
C -5.876 3.280 -6.179
H -1.604 -2.091 0.705
H 3.925 -4.349 -1.121
C 2.017 -4.553 -5.043
C 2.700 -8.611 8.141
C -0.599 1.916 0.251
C -0.993 -4.675 2.898
H -0.233 -2.369 -4.839
H 3.803 4.204 0.143
H 3.008 -9.664 6.297
H 1.933 -9.324 8.445
C 5.539 4.200 1.621
H 0.244 6.190 1.374
C 3.285 7.046 0.674
H -2.700 2.919 -4.997
H 3.549 -3.156 -2.363
H -4.910 4.711 0.332
H 6.645 2.150 1.107
H 4.361 7.489 0.441
H -4.331 6.492 -0.289
H 2.782 -4.613 6.141
C 0.683 -8.652 5.569
H -2.070 6.153 2.821
H 0.890 -5.864 -3.771
C -4.402 1.294 -6.121
C -0.300 -2.048 -3.795
C -1.600 6.271 -0.048
```